No. 1
Here is a cluster of 8 separate species, C28H55BIO10 in total at a distorted geometry from OMol25. Energies are from ωB97M-V/def2-TZVPD.

Kohn-Sham gap, hartree: 0.238
E_tot, eV: -59179.0305
HOMO energy, eV: -4.8
Total charge: -1

Each line ends with the Mulliken charge.
Positions of all 95 atoms, in Å:
C (2.915, -0.616, -0.751)  -0.41
C (2.476, -1.871, -1.636)  0.67
O (1.471, -1.708, -2.371)  -0.57
O (3.196, -3.131, -1.659)  -0.31
C (3.737, -3.340, -3.005)  0.40
O (3.561, -4.482, -3.470)  -0.57
C (4.463, -2.155, -3.808)  0.14
B (5.033, -2.603, -5.290)  0.37
C (6.120, -3.848, -5.258)  -0.55
C (7.563, -3.431, -5.833)  -0.48
C (8.636, -3.014, -4.722)  -0.80
I (8.223, -1.145, -3.692)  -0.08
H (3.381, -0.977, 0.225)  0.26
H (2.032, 0.068, -0.498)  0.04
H (3.648, 0.042, -1.348)  0.19
H (5.258, -1.665, -3.137)  -0.04
H (3.659, -1.348, -4.009)  -0.20
H (5.612, -1.653, -5.758)  -0.25
H (4.093, -2.796, -6.010)  -0.29
H (5.709, -4.643, -5.990)  0.13
H (6.171, -4.379, -4.237)  0.15
H (7.990, -4.381, -6.340)  0.31
H (7.470, -2.658, -6.684)  0.23
H (8.810, -3.888, -4.003)  0.34
H (9.637, -2.873, -5.278)  0.38
C (4.284, -5.619, 2.151)  -1.14
C (3.649, -4.284, 2.438)  0.89
O (4.324, -3.287, 2.606)  -0.57
C (2.146, -4.232, 2.509)  -1.02
H (5.369, -5.506, 2.130)  0.29
H (4.021, -6.332, 2.936)  0.35
H (3.951, -5.987, 1.178)  0.32
H (1.789, -4.879, 3.313)  0.37
H (1.719, -4.539, 1.551)  0.32
H (1.830, -3.209, 2.721)  0.20
C (-1.696, 1.737, 1.234)  -0.80
C (-0.523, 2.029, 0.336)  0.75
O (0.490, 1.359, 0.381)  -0.59
C (-0.649, 3.183, -0.622)  -1.09
H (-1.461, 0.881, 1.868)  0.12
H (-1.899, 2.599, 1.872)  0.22
H (-2.574, 1.496, 0.631)  0.39
H (-0.806, 4.112, -0.069)  0.39
H (-1.481, 3.004, -1.307)  0.27
H (0.271, 3.272, -1.203)  0.24
C (1.470, 1.276, -4.696)  -0.91
C (0.820, 2.611, -4.444)  0.72
O (1.485, 3.620, -4.280)  -0.62
C (-0.685, 2.654, -4.402)  -0.99
H (2.555, 1.397, -4.699)  0.32
H (1.198, 0.574, -3.904)  0.12
H (1.159, 0.888, -5.668)  0.40
H (-1.052, 2.014, -3.597)  0.32
H (-1.092, 2.329, -5.359)  0.41
H (-1.012, 3.677, -4.213)  0.23
C (-2.432, 5.098, -7.041)  -1.03
C (-3.390, 4.101, -6.443)  0.85
O (-3.069, 3.404, -5.500)  -0.52
C (-4.762, 4.003, -7.057)  -1.17
H (-1.485, 5.060, -6.499)  0.24
H (-2.246, 4.852, -8.088)  0.32
H (-2.844, 6.106, -6.957)  0.34
H (-4.679, 3.708, -8.106)  0.33
H (-5.277, 4.962, -6.974)  0.33
H (-5.343, 3.246, -6.526)  0.30
C (-0.623, -0.540, 5.056)  -1.24
C (-1.859, 0.293, 4.841)  0.78
O (-1.792, 1.416, 4.378)  -0.53
C (-3.182, -0.316, 5.221)  -1.01
H (0.255, 0.026, 4.738)  0.32
H (-0.519, -0.783, 6.116)  0.40
H (-0.684, -1.455, 4.463)  0.31
H (-3.191, -0.548, 6.288)  0.31
H (-3.358, -1.220, 4.636)  0.39
H (-3.982, 0.398, 5.012)  0.26
C (-4.133, 4.907, 6.792)  -1.15
C (-4.599, 3.984, 5.697)  0.88
O (-5.268, 2.998, 5.944)  -0.55
C (-4.204, 4.329, 4.286)  -1.07
H (-4.491, 4.536, 7.754)  0.30
H (-3.042, 4.939, 6.812)  0.32
H (-4.538, 5.909, 6.630)  0.34
H (-3.116, 4.334, 4.196)  0.26
H (-4.612, 5.305, 4.013)  0.45
H (-4.607, 3.578, 3.604)  0.24
C (-5.674, -3.262, 7.922)  -1.14
C (-6.022, -2.134, 6.986)  0.88
O (-5.790, -2.207, 5.795)  -0.54
C (-6.669, -0.912, 7.583)  -1.11
H (-5.215, -4.074, 7.354)  0.31
H (-4.962, -2.915, 8.674)  0.31
H (-6.579, -3.639, 8.403)  0.34
H (-6.001, -0.461, 8.320)  0.31
H (-7.618, -1.185, 8.050)  0.41
H (-6.863, -0.183, 6.794)  0.26



No. 2
Here is a cluster of 13 separate species, C28H55Br26INO in total at a distorted geometry from OMol25. Energies are from ωB97M-V/def2-TZVPD.

Kohn-Sham gap, hartree: 0.119
E_tot, eV: -1862671.0799
HOMO energy, eV: -2.1
Total charge: -1

Each line ends with the Mulliken charge.
Positions of all 112 atoms, in Å:
N (6.684, -6.681, 1.238)  -0.77
C (6.541, -5.402, 0.630)  -0.22
C (5.116, -4.978, 0.894)  0.21
O (4.874, -4.075, 1.579)  -0.42
I (3.410, -6.042, 0.075)  -0.19
H (7.409, -7.195, 0.757)  0.03
H (6.763, -5.424, -0.444)  0.19
H (7.189, -4.671, 1.121)  0.19
Br (3.739, -1.928, -1.207)  -0.03
C (4.015, -0.881, 0.400)  -0.44
C (4.890, 0.315, 0.145)  -0.52
Br (6.766, -0.186, -0.009)  -0.16
H (4.422, -1.558, 1.146)  0.30
H (3.026, -0.566, 0.704)  0.22
H (4.849, 1.002, 0.987)  0.27
H (4.630, 0.843, -0.766)  0.37
Br (0.417, -0.065, 3.383)  -0.06
C (0.187, 1.218, 4.831)  -0.78
C (0.621, 2.602, 4.430)  -0.04
Br (2.559, 2.780, 4.406)  -0.15
H (0.728, 0.822, 5.683)  0.52
H (-0.880, 1.216, 5.048)  0.37
H (0.276, 3.333, 5.157)  0.39
H (0.261, 2.878, 3.442)  -0.17
Br (2.869, -3.540, -4.223)  -0.15
C (2.676, -2.127, -5.553)  -0.94
C (1.645, -1.121, -5.092)  -0.58
Br (-0.143, -1.868, -5.304)  -0.15
H (2.409, -2.598, -6.491)  0.50
H (3.643, -1.660, -5.639)  0.48
H (1.673, -0.226, -5.708)  0.39
H (1.751, -0.842, -4.049)  0.30
Br (-1.035, 3.831, 1.296)  -0.18
C (-2.285, 2.526, 2.027)  -0.12
C (-3.706, 3.003, 1.927)  -0.30
Br (-4.114, 4.346, 3.276)  -0.14
H (-1.974, 2.329, 3.047)  0.17
H (-2.140, 1.630, 1.428)  -0.01
H (-4.395, 2.184, 2.123)  0.36
H (-3.937, 3.444, 0.964)  0.16
Br (3.666, -4.935, 6.750)  -0.17
C (3.288, -3.749, 5.246)  -0.63
C (2.011, -2.983, 5.466)  -0.22
Br (0.434, -4.104, 5.166)  -0.12
H (3.268, -4.363, 4.357)  0.38
H (4.139, -3.071, 5.193)  0.37
H (1.922, -2.172, 4.749)  -0.02
H (1.927, -2.587, 6.472)  0.39
Br (7.037, -5.681, -8.403)  -0.13
C (7.287, -4.786, -6.692)  -0.56
C (6.044, -4.858, -5.848)  -0.65
Br (4.681, -3.608, -6.457)  0.01
H (7.593, -3.770, -6.910)  0.36
H (8.107, -5.314, -6.211)  0.36
H (6.260, -4.560, -4.824)  0.37
H (5.588, -5.842, -5.846)  0.39
Br (-5.399, -2.901, 4.607)  -0.16
C (-4.411, -3.860, 3.229)  -0.48
C (-3.017, -3.319, 3.068)  -0.62
Br (-3.017, -1.637, 2.091)  -0.08
H (-4.998, -3.797, 2.319)  0.26
H (-4.380, -4.893, 3.568)  0.38
H (-2.412, -3.995, 2.468)  0.36
H (-2.517, -3.135, 4.012)  0.34
Br (-2.923, 1.001, -1.394)  -0.02
C (-3.210, 2.259, -2.851)  -0.73
C (-4.437, 3.102, -2.626)  -0.36
Br (-6.071, 2.106, -2.990)  -0.13
H (-3.255, 1.676, -3.764)  0.43
H (-2.320, 2.884, -2.865)  0.40
H (-4.456, 3.939, -3.319)  0.36
H (-4.516, 3.473, -1.611)  0.12
Br (-3.617, -2.643, -4.716)  -0.14
C (-5.337, -2.349, -3.849)  -0.67
C (-5.241, -1.576, -2.557)  0.14
Br (-4.553, -2.626, -1.068)  -0.09
H (-5.773, -3.333, -3.724)  0.38
H (-5.923, -1.781, -4.568)  0.37
H (-6.234, -1.260, -2.248)  0.36
H (-4.594, -0.712, -2.625)  -0.38
Br (7.055, -5.414, -12.758)  -0.12
C (5.456, -6.233, -12.008)  -0.49
C (4.294, -5.278, -12.007)  -0.59
Br (4.456, -3.964, -10.583)  -0.10
H (5.717, -6.583, -11.016)  0.20
H (5.248, -7.087, -12.649)  0.35
H (3.368, -5.808, -11.802)  0.34
H (4.195, -4.728, -12.936)  0.36
Br (-6.242, 6.085, 5.607)  -0.15
C (-8.024, 6.488, 4.925)  -0.39
C (-8.616, 5.319, 4.185)  -0.59
Br (-7.845, 5.132, 2.408)  -0.14
H (-7.933, 7.376, 4.312)  0.06
H (-8.616, 6.718, 5.808)  0.39
H (-9.678, 5.478, 4.016)  0.34
H (-8.469, 4.374, 4.695)  0.41
Br (-8.302, 9.863, 1.017)  -0.11
C (-10.034, 9.830, 1.901)  -0.60
C (-10.019, 10.635, 3.172)  -0.56
Br (-9.110, 9.682, 4.605)  -0.10
H (-10.286, 8.788, 2.062)  0.34
H (-10.728, 10.263, 1.186)  0.36
H (-11.032, 10.795, 3.534)  0.35
H (-9.522, 11.592, 3.065)  0.37
Br (8.777, 3.913, 6.714)  -0.14
C (6.894, 4.388, 6.561)  -0.61
C (6.032, 3.177, 6.328)  -0.51
Br (6.158, 2.547, 4.494)  -0.13
H (6.817, 5.119, 5.765)  0.37
H (6.643, 4.858, 7.509)  0.35
H (4.982, 3.425, 6.471)  0.25
H (6.294, 2.340, 6.966)  0.40



Question: The highest Kohn-Sham gap belongs to which entry?
Answer: C28H55BIO10